No. 1
CH20O9 | ωB97M-V/def2-TZVPD

Structure (XYZ):
```
30
Properties=species:S:1:pos:R:3:forces:R:3:mulliken_charge:R:1
C 3.1821 0.5544 1.4797 0.40 -0.51 -0.06 -0.166
O 3.4524 1.7890 2.1307 -0.11 0.15 0.08 -0.537
H 2.2832 0.6458 0.8823 -0.12 0.11 0.05 -0.105
H 3.9926 0.2725 0.7956 -0.07 0.11 0.06 0.228
H 3.0634 -0.2633 2.1962 -0.16 0.08 -0.08 0.305
H 3.9684 1.5907 2.9143 0.06 0.09 -0.01 0.312
O -2.4218 -2.3119 -2.9820 -0.15 0.07 0.02 -0.642
H -1.5871 -2.5182 -3.4130 0.00 0.01 0.06 0.320
H -2.4190 -1.3512 -2.8707 0.24 -0.10 -0.11 0.377
O 2.3185 1.7610 -1.6045 -0.08 0.10 -0.14 -0.596
H 2.2319 2.7185 -1.6389 0.03 -0.04 0.00 0.313
H 1.4495 1.4345 -1.3354 0.10 -0.10 0.17 0.316
O -1.0084 3.6188 -1.1356 0.02 0.00 0.03 -0.616
H -0.3311 3.1902 -0.5972 -0.09 -0.12 -0.06 0.317
H -1.7771 3.6592 -0.5589 0.04 0.03 0.01 0.294
O -0.0644 0.5307 -0.2872 -0.03 0.11 -0.17 -0.582
H -0.4034 0.1638 0.5372 -0.01 -0.02 -0.06 0.291
H -0.7085 0.3042 -0.9738 -0.04 0.08 0.18 0.251
O 1.9198 -2.5139 1.3993 -0.14 0.12 0.15 -0.605
H 0.9513 -2.4303 1.3811 0.17 -0.22 -0.16 0.357
H 2.0857 -3.3060 1.9181 -0.01 -0.01 -0.04 0.287
O -0.9682 -3.0255 1.0829 -0.10 0.13 0.07 -0.658
H -1.6198 -2.3076 1.0692 0.14 -0.09 0.13 0.345
H -1.2246 -3.5747 1.8310 -0.02 0.00 -0.06 0.307
O -2.4286 -0.4748 1.5625 -0.08 0.02 -0.12 -0.636
H -3.0306 -0.2186 0.8554 0.01 0.03 0.05 0.298
H -2.8174 -0.1135 2.3668 0.08 -0.06 0.00 0.286
O -2.3664 0.5463 -2.2227 -0.28 -0.14 -0.02 -0.673
H -3.2613 0.3822 -1.9025 0.02 0.10 -0.07 0.321
H -2.4609 1.2473 -2.8799 0.16 0.04 0.11 0.288
```
Forces are in eV/Å.

LUMO level = -0.01687 Ha
frontier orbital gap = 9.0 eV
calculated total energy = -19788.791 eV
energy above the lowest of the compared OMol25 structures with the same formula, charge and spin = 25.33 kcal/mol
net charge = 0
SMILES = CO.O.O.O.O.O.O.O.O

---

No. 2
C26H17N2O3 | ωB97M-V/def2-TZVPD

Structure (XYZ):
```
48
Properties=species:S:1:pos:R:3:forces:R:3:mulliken_charge:R:1
C -0.7745 -0.9915 3.0443 -0.28 0.28 0.28 0.723
C -0.0114 -2.1686 3.1613 0.96 -1.69 0.28 0.093
N 0.4955 -3.2210 3.2974 -0.74 1.74 -0.35 -0.743
C -2.2157 -1.1215 3.2688 -0.68 0.00 -0.23 0.466
C -3.0681 0.0217 3.2692 -0.21 -0.41 0.37 -0.533
C -4.4278 -0.1006 3.5969 0.47 -0.37 -0.26 -0.549
C -4.9868 -1.3601 3.8675 0.14 0.05 0.08 -0.424
C -4.1674 -2.4987 3.8643 0.40 0.44 -0.44 -0.526
C -2.8137 -2.3933 3.5102 -0.19 0.32 0.36 -0.432
C -0.1934 0.2789 3.2526 0.61 1.73 0.72 0.123
N 0.2000 1.3732 3.4762 -0.75 -2.19 -0.78 -0.746
H -2.6364 1.0066 3.0466 -0.20 -0.45 0.19 0.309
H -5.0567 0.7938 3.6483 0.21 -0.30 -0.15 0.332
H -6.0581 -1.4588 4.0540 0.31 0.08 0.14 0.326
H -4.5810 -3.4740 4.1441 0.13 0.33 -0.27 0.334
H -2.1815 -3.2898 3.4800 -0.28 0.44 0.10 0.327
C -2.9966 2.8298 -4.6505 0.10 0.23 0.51 -0.859
O -2.6535 3.2092 -3.3169 -0.31 0.15 -0.34 -0.442
C -1.9158 2.4109 -2.5173 0.62 -0.93 0.75 0.922
C -1.3730 1.1646 -2.9316 -0.69 1.37 -0.01 -0.411
C -0.5395 0.4886 -2.0655 0.34 0.03 0.44 -0.574
C -0.2563 0.9827 -0.7739 -1.05 0.46 -0.91 0.380
C 0.7381 0.3350 0.0395 0.77 0.15 0.16 0.561
C 1.9393 -0.1035 -0.4171 -0.70 0.33 0.08 -0.152
C 2.9313 -0.7924 0.4620 -0.31 0.02 1.12 -0.266
O 2.8348 -1.0755 1.6502 0.14 0.36 -1.69 -0.592
C 4.1161 -1.0246 -0.4116 0.83 -0.11 -0.50 0.049
C 3.9078 -0.4886 -1.6861 0.50 -0.15 0.26 -0.076
C 4.8771 -0.5707 -2.6807 0.23 -0.20 0.05 -0.368
C 6.0887 -1.2111 -2.3871 -0.36 -0.01 0.57 -0.445
C 6.3169 -1.7202 -1.0879 -0.33 0.21 -0.25 -0.440
C 5.3304 -1.6234 -0.0970 0.09 -0.06 -0.19 -0.367
C 2.5868 0.1917 -1.7403 -0.62 0.53 -0.75 0.357
O 2.2172 0.9053 -2.6757 0.42 -1.01 1.25 -0.667
C -0.9293 2.1566 -0.3136 0.81 -0.83 -0.17 -0.510
C -1.7132 2.8831 -1.1855 -0.20 -0.06 -0.97 -0.624
H -3.6691 3.6229 -4.9524 -0.11 0.01 -0.27 0.261
H -2.1376 2.8092 -5.3231 0.17 -0.01 0.14 0.338
H -3.5184 1.8749 -4.7062 -0.01 -0.11 0.19 0.338
H -1.5752 0.8071 -3.9457 0.15 0.01 0.45 0.336
H -0.0715 -0.4386 -2.4132 -0.15 0.38 0.30 0.399
H 0.5337 0.3000 1.1034 0.17 -0.25 0.06 0.284
H 4.6741 -0.1525 -3.6650 0.07 -0.05 0.20 0.457
H 6.8585 -1.3148 -3.1534 -0.21 0.06 0.23 0.370
H 7.2743 -2.1911 -0.8588 -0.28 0.11 -0.06 0.364
H 5.4766 -2.0017 0.9106 0.10 -0.01 -0.15 0.487
H -0.7219 2.4944 0.7111 -0.20 -0.09 -0.46 0.418
H -2.1538 3.8464 -0.9025 0.11 -0.50 -0.10 0.390
```
Forces are in eV/Å.

LUMO level = 0.05901 Ha
frontier orbital gap = 5.1 eV
calculated total energy = -36360.734 eV
energy above the lowest of the compared OMol25 structures with the same formula, charge and spin = 23.62 kcal/mol
net charge = -1